(1)
A single C2H3NO2 molecule. Source: the Open Molecules 2025 dataset; level of theory: the ωB97M-V functional and the def2-TZVPD basis.

Atoms and positions in Å:
O -2.36065 0.42362 -0.05662
N -1.26224 0.15818 -0.34702
C 0.32998 0.91653 0.11959
C 0.68379 -0.53254 0.08311
O -0.67470 -1.12614 -0.13894
H 0.89637 1.79563 -0.18894
H 1.42710 -0.91971 -0.64711
H 0.96035 -0.71557 1.17593

Force components x, y, z for each atom (eV/Å):
-1.004 -0.789 0.003
3.673 3.149 0.271
-2.945 -2.255 -0.423
-0.220 -0.376 0.787
1.577 0.934 0.725
-0.406 -0.268 -0.517
-0.577 0.065 0.522
-0.098 -0.459 -1.367

Output
HOMO-LUMO gap (alpha / beta): 7.821 / 8.789 eV
Lowest unoccupied orbital energy (alpha / beta): -0.454 / -0.126 eV
HOMO (alpha / beta): -8.28 / -8.92 eV
E: -282.982622 Eh
Spin multiplicity: 1
Maximum force: 0.0942 Eh/bohr



(2)
A molecular structure, C48H119N9O2. Source: the Open Molecules 2025 dataset; level of theory: the ωB97M-V functional and the def2-TZVPD basis.

Atoms and positions in Å:
C -0.45410 -0.22621 -4.39185
C 0.23736 0.21602 -3.06623
N 1.72521 0.03367 -3.21309
C 2.05640 -1.35627 -3.49609
C 1.46342 -2.35925 -2.55191
C 2.35349 0.64287 -2.05199
C 2.14475 2.18827 -1.86854
H -1.50906 -0.30533 -4.12936
H -0.18878 -1.15555 -4.89586
H -0.28667 0.58378 -5.10176
H 0.00875 1.26870 -2.89984
H -0.32988 -0.17856 -2.22323
H 1.83942 -1.65300 -4.52224
H 3.13487 -1.45520 -3.37264
H 0.38712 -2.36912 -2.37996
H 1.77341 -3.37914 -2.77962
H 1.74607 -2.12987 -1.52450
H 3.41936 0.61745 -2.27863
H 2.15502 0.03677 -1.16805
H 2.84872 2.53233 -1.11080
H 1.11870 2.36445 -1.54565
H 2.29995 2.66597 -2.83592
C -2.14473 0.08919 3.49984
C -3.00892 -1.16380 3.21099
N -2.22524 -2.20124 2.56767
C -3.13591 -2.99498 1.76762
C -3.70334 -2.32686 0.49203
C -1.38941 -3.03774 3.35525
C -0.34360 -3.69132 2.52743
H -2.70062 0.77984 4.13394
H -1.76740 0.67878 2.66430
H -1.34583 -0.23308 4.16767
H -3.60730 -1.50775 4.05463
H -3.86745 -0.86887 2.60762
H -2.75471 -3.95381 1.41630
H -4.03406 -3.35213 2.27148
H -4.60049 -1.77406 0.77066
H -2.93823 -1.70199 0.03132
H -4.00527 -3.09420 -0.22081
H -2.10177 -3.75327 3.76590
H -0.94080 -2.47471 4.17368
H 0.28868 -4.30725 3.16695
H 0.12588 -2.91549 1.92265
H -0.80473 -4.44095 1.88438
C 3.93768 0.23854 6.55587
C 3.75736 0.56695 5.07219
N 2.31980 0.70081 4.75410
C 2.05275 1.40262 3.51453
C 0.63253 2.01588 3.53469
C 1.52794 -0.51473 5.01161
C 1.89811 -1.75224 4.25185
H 3.51280 1.02848 7.17521
H 5.00064 0.30498 6.78782
H 3.68538 -0.73987 6.96472
H 4.12592 1.58000 4.91102
H 4.44174 0.15074 4.33293
H 2.61563 2.33242 3.43249
H 2.35058 0.87299 2.60960
H 0.37072 2.39437 4.52277
H 0.31660 2.84015 2.89526
H -0.10491 1.23665 3.34219
H 0.46518 -0.31991 4.86780
H 1.75526 -0.82564 6.03130
H 2.87393 -2.12542 4.56266
H 1.95641 -1.47335 3.19974
H 1.12316 -2.51602 4.31667
C -2.32633 1.76350 -0.60354
C -1.19546 1.66687 0.46789
N -0.09379 0.78306 0.04152
C 0.92730 0.84602 1.07200
C 1.82572 2.10222 0.84991
C -0.34702 -0.64621 -0.30970
C -0.85994 -1.49777 0.86877
H -3.14554 2.27365 -0.09686
H -2.72797 0.81582 -0.96228
H -1.98682 2.34130 -1.46318
H -0.86601 2.67082 0.73555
H -1.69353 1.24884 1.34270
H 1.50703 -0.07253 1.16293
H 0.50364 0.85809 2.07623
H 2.44409 2.46955 1.66892
H 1.26644 3.00748 0.61364
H 2.60356 2.02218 0.09052
H -0.95877 -0.78169 -1.20160
H 0.64790 -0.95064 -0.63462
H -0.25141 -1.26375 1.74228
H -1.89192 -1.22328 1.08733
H -0.76415 -2.57073 0.70235
C -0.10674 6.11089 -4.12260
C -0.65424 4.94574 -4.95175
N 0.12025 3.70682 -4.85888
C 0.20550 3.10631 -3.50549
C -1.07867 2.76945 -2.77089
C 1.32809 3.65264 -5.62426
C 1.65979 2.21950 -6.02961
H -0.29557 5.99346 -3.05552
H -0.71055 6.99562 -4.32452
H 0.91726 6.29367 -4.44833
H -1.64933 4.65788 -4.61261
H -0.81816 5.08078 -6.02086
H 0.57329 2.10043 -3.70810
H 0.89498 3.54187 -2.78229
H -1.43663 3.69907 -2.32841
H -1.79037 2.28321 -3.43808
H -1.02222 2.12881 -1.89083
H 2.16830 4.22779 -5.23520
H 1.22979 4.25009 -6.53062
H 0.69446 1.77757 -6.27639
H 2.22104 1.63909 -5.29732
H 2.09428 2.18898 -7.02881
C 3.24694 0.17783 1.41871
C 3.80500 0.63077 0.05690
N 4.65990 -0.38537 -0.64037
C 5.27406 0.17823 -1.84027
C 6.57033 0.95504 -1.41571
C 3.88391 -1.59125 -0.81257
C 4.63236 -2.79341 -1.44779
H 2.46163 -0.57694 1.37723
H 2.66688 0.99418 1.84904
H 4.11473 -0.13406 1.99988
H 2.92696 0.83428 -0.55608
H 4.39403 1.54566 0.12109
H 5.60259 -0.64538 -2.47418
H 4.63457 0.83040 -2.43511
H 7.17097 0.26509 -0.82301
H 7.24830 1.23618 -2.22158
H 6.31809 1.82138 -0.80421
H 3.01812 -1.34395 -1.42687
H 3.52430 -2.01986 0.12290
H 3.93879 -3.63270 -1.49935
H 5.48151 -3.05489 -0.81637
H 5.00453 -2.67062 -2.46489
C 0.52824 -4.02935 -0.21771
C -0.85606 -4.60804 -0.12759
N -1.48376 -4.59166 -1.42787
C -2.60954 -5.44761 -1.61573
C -3.64424 -5.45628 -0.42002
C -1.53937 -3.32611 -2.15068
C -1.10581 -3.45796 -3.60067
H 0.63338 -2.94551 -0.16933
H 0.98194 -4.20483 -1.19314
H 1.13484 -4.44079 0.58903
H -0.73653 -5.60782 0.28988
H -1.33155 -3.92074 0.57215
H -3.06795 -5.17566 -2.56652
H -2.25401 -6.47370 -1.70981
H -3.29069 -5.92447 0.49862
H -3.91480 -4.46401 -0.05903
H -4.57018 -5.99090 -0.63195
H -0.90117 -2.63071 -1.60552
H -2.49317 -2.79862 -2.14012
H -1.26278 -2.56608 -4.20732
H -1.83323 -4.11565 -4.07649
H -0.10278 -3.82320 -3.82118
C -1.82605 4.38684 0.27332
C -1.57401 3.74320 1.63517
O -0.58065 4.04185 2.23799
N -2.38814 2.80773 2.12230
C -2.11610 2.16449 3.44166
H -2.04125 3.66055 -0.51045
H -0.98222 4.99387 -0.05464
H -2.69508 5.02523 0.43262
H -3.32551 2.74941 1.75077
H -3.01094 1.63031 3.76106
H -1.91951 2.87793 4.24195
H -1.18705 1.59442 3.44136
C -7.32908 1.16491 2.28316
C -6.27763 0.46300 1.47998
O -6.49053 -0.64051 0.97016
N -5.11494 1.11514 1.37677
C -3.91721 0.68747 0.70090
H -7.79332 0.46692 2.97985
H -8.18152 1.57657 1.74283
H -6.89319 1.96925 2.87573
H -5.02049 2.05084 1.74504
H -3.72148 1.36805 -0.12772
H -4.01263 -0.34413 0.36210
H -3.17581 0.85782 1.48155

Force components x, y, z for each atom (eV/Å):
-0.234 1.155 0.731
0.094 -1.027 -1.871
-2.850 1.043 0.154
0.570 0.018 0.450
-0.637 -0.196 1.040
-0.100 0.210 -2.597
0.002 -1.628 -0.961
-0.314 0.105 -0.451
0.414 0.134 0.493
-0.359 -0.128 -0.157
0.528 -2.048 -0.105
1.374 -0.495 -1.004
-0.090 0.403 -0.119
0.257 0.116 -0.322
0.728 0.367 -1.217
0.130 0.076 -0.087
0.308 -0.503 -0.482
-1.715 -0.682 0.378
-1.078 0.254 -0.834
-0.085 0.588 -1.452
0.537 0.118 0.345
0.647 -0.333 0.373
-1.551 -7.417 1.692
0.638 0.596 0.036
-3.302 -0.591 0.608
-0.888 -0.922 -1.348
-0.069 -0.260 0.509
-0.982 0.034 1.224
0.246 -1.353 0.765
0.852 -5.286 1.053
-0.816 -3.200 -0.195
0.568 -0.094 -0.364
0.498 -0.308 1.039
0.386 -0.039 -0.734
0.655 0.320 0.573
-0.261 0.177 0.988
0.095 -0.222 -0.361
-0.643 -0.337 -0.384
0.012 0.867 0.099
0.398 -0.760 0.870
-0.110 0.163 0.074
0.558 0.416 0.040
0.819 -1.263 1.046
0.309 0.350 0.806
1.469 0.241 0.060
-0.991 1.494 0.318
0.527 -0.798 0.141
-1.950 2.005 2.377
0.661 -0.911 1.460
0.698 0.200 0.553
0.121 0.073 -1.331
-0.463 -0.164 -0.145
0.301 0.023 -0.113
-0.497 -0.048 -0.482
-0.057 0.565 0.622
-0.303 -1.622 0.033
1.009 -0.118 0.716
-2.734 -0.433 5.994
0.393 -0.089 0.440
1.206 -0.662 -0.050
1.706 -0.414 0.481
0.125 0.271 0.314
-0.695 0.630 0.435
-0.055 -0.185 -0.063
0.156 -0.341 -0.286
0.297 -0.072 0.282
2.476 1.584 -0.505
0.010 -3.569 -2.373
-0.434 0.192 -0.467
-1.312 1.013 -0.889
-0.604 2.110 0.064
0.242 0.218 1.572
0.639 2.734 -2.133
1.938 1.934 -1.187
1.227 0.012 -0.472
-2.462 -0.605 2.197
1.469 -2.078 -1.379
1.259 -0.066 -0.908
-2.662 1.249 -1.647
-0.259 0.000 -1.311
-0.674 0.121 0.222
-0.587 -0.154 -0.181
-1.877 0.255 1.620
-0.613 0.117 0.932
-0.184 -0.261 0.069
-0.134 0.277 -0.021
1.595 0.478 -0.541
-0.791 1.528 -0.358
-0.951 0.275 -1.065
-0.176 -1.313 0.551
-1.246 0.329 1.284
-0.060 -0.131 -1.693
0.738 2.245 -1.717
0.574 0.283 -0.689
-0.355 0.325 -0.780
0.737 -0.495 0.074
0.141 0.267 -0.385
0.097 0.178 0.649
-0.222 0.261 0.295
0.392 0.801 -0.040
1.014 1.290 -0.654
-0.603 1.051 -0.869
-0.632 0.184 -0.441
-0.309 0.226 -0.027
3.020 0.070 -1.908
0.571 -0.342 0.991
-0.847 -0.165 -0.360
-0.038 -0.325 0.558
-0.167 -0.074 -0.159
0.839 0.155 0.211
4.500 -1.405 -1.766
0.806 -1.781 0.149
-0.130 0.795 1.081
2.426 0.041 0.649
-0.371 -0.833 0.049
0.399 -1.020 -1.470
-0.148 0.433 0.206
2.895 -1.381 0.151
4.247 -0.787 -4.459
-0.143 -0.034 0.583
2.408 -0.235 1.852
0.138 0.029 0.497
-0.171 0.032 -0.126
1.107 0.141 -0.117
-0.133 0.049 0.308
-0.467 0.271 -0.351
0.156 0.047 -0.078
0.882 -0.596 0.590
0.040 0.551 0.347
0.030 -0.107 0.183
0.008 -0.126 0.009
-0.033 0.342 -0.019
1.784 -0.294 -0.537
0.302 1.363 -1.212
-0.030 0.099 -0.625
-0.906 -0.644 1.255
-0.015 0.043 -0.170
0.819 0.186 0.492
-1.103 -0.362 -1.041
-0.314 -0.304 0.336
0.003 -0.831 0.321
0.314 0.016 -0.263
-0.605 -0.161 -0.197
-0.775 -1.140 -0.770
-0.284 -0.090 0.147
-0.045 -0.253 -0.172
0.600 -0.375 -0.210
-0.042 -0.864 -0.635
0.002 0.001 -0.413
-0.249 -0.273 -0.053
-0.615 -0.320 0.126
0.131 0.253 0.542
0.123 -0.557 -0.044
-0.209 -0.154 0.417
-0.961 0.533 0.309
-0.733 1.962 -0.679
1.258 1.884 0.937
-2.437 1.630 2.640
-1.118 8.241 0.165
-0.119 1.027 0.575
0.043 -0.030 0.490
-0.133 0.275 -0.415
0.415 0.183 0.302
-0.460 4.553 -1.886
-0.143 1.165 -0.082
-2.013 2.281 0.359
-0.487 0.363 0.926
-1.047 -0.865 -0.556
0.413 0.693 0.317
-0.155 0.492 0.442
-3.026 -1.132 1.245
0.231 -0.184 0.000
0.320 -0.066 -0.532
-0.064 0.100 0.032
-0.816 -0.216 0.241
-3.538 -2.966 1.977
0.067 1.003 0.337
-0.075 -0.935 -0.937

Output
HOMO-LUMO gap: 7.739 eV
Lowest unoccupied orbital energy: 0.232 eV
HOMO: -7.51 eV
E: -2542.164727 Eh
Spin multiplicity: 1
Maximum force: 0.1618 Eh/bohr



Question: Which of these has the highest maximum force?
Answer: C48H119N9O2



Question: Look up the maximum force of the second one.
Answer: 0.1618 Eh/bohr